No. 1
{
  "formula": "CH6N3",
  "method": "ωB97M-V/def2-TZVPD",
  "symbols": ["C", "N", "N", "N", "H", "H", "H", "H", "H", "H"],
  "xyz": [[0.64, 0.06, 0.08], [-0.32, -0.69, -0.16], [1.92, -0.18, -0.10], [-1.61, -0.20, -0.09], [0.44, 1.55, 0.40], [2.44, 0.66, 0.12], [2.29, -1.13, -0.01], [-1.86, -0.09, 0.88], [-2.23, -0.82, -0.64], [-1.70, 0.82, -0.47]],
  "mulliken_charge": [-0.01, -0.45, -0.27, -0.10, 0.13, 0.28, 0.29, 0.37, 0.36, 0.40],
  "e_lumo_ev": -3.7,
  "total_energy_ha": -205.61339,
  "gap_ev": 11.21,
  "spin_multiplicity": 1,
  "de_lowest_kcal_mol": 90.4,
  "total_charge": 1
}

---

No. 2
{
  "formula": "C29H28N4O2PPtS3",
  "method": "ωB97M-V/def2-TZVPD",
  "symbols": ["Pt", "N", "C", "C", "C", "C", "C", "C", "P", "C", "C", "C", "C", "C", "C", "C", "C", "C", "C", "C", "C", "H", "H", "H", "H", "H", "H", "H", "H", "H", "H", "H", "H", "H", "H", "H", "H", "O", "S", "O", "N", "C", "S", "C", "C", "C", "C", "C", "C", "H", "H", "H", "H", "S", "C", "N", "C", "C", "C", "N", "H", "H", "H", "H", "H", "H", "H", "H"],
  "xyz": [[0.09, 0.08, 0.39], [-1.15, 1.44, 1.44], [-1.88, 2.22, 0.44], [-3.21, 2.53, 0.59], [-3.85, 3.24, -0.43], [-3.16, 3.62, -1.57], [-1.82, 3.28, -1.72], [-1.18, 2.58, -0.71], [0.52, 2.02, -0.83], [1.58, 3.08, 0.10], [1.06, 4.19, 0.77], [1.91, 5.05, 1.45], [3.28, 4.80, 1.47], [3.80, 3.70, 0.79], [2.97, 2.84, 0.10], [1.12, 1.81, -2.48], [0.90, 0.65, -3.23], [1.36, 0.59, -4.54], [2.02, 1.68, -5.09], [2.23, 2.84, -4.35], [1.80, 2.90, -3.03], [-0.50, 2.05, 1.95], [-1.75, 1.00, 2.13], [-3.76, 2.25, 1.49], [-4.90, 3.50, -0.32], [-3.67, 4.17, -2.35], [-1.29, 3.55, -2.62], [-0.01, 4.41, 0.74], [1.51, 5.91, 1.96], [3.94, 5.47, 2.00], [4.87, 3.52, 0.79], [3.38, 2.01, -0.45], [0.40, -0.21, -2.82], [1.20, -0.30, -5.13], [2.37, 1.63, -6.12], [2.74, 3.68, -4.79], [1.99, 3.80, -2.45], [-1.15, -3.08, 2.18], [-0.53, -2.61, 3.41], [0.75, -3.55, 3.76], [0.31, -1.20, 2.87], [1.41, -1.40, 2.22], [2.02, 0.15, 1.54], [2.11, -2.63, 2.01], [3.18, -2.79, 1.11], [3.86, -3.98, 1.06], [3.51, -5.02, 1.92], [2.46, -4.89, 2.82], [1.76, -3.71, 2.84], [3.46, -1.97, 0.46], [4.69, -4.11, 0.37], [4.07, -5.95, 1.90], [2.19, -5.69, 3.49], [-1.42, -0.92, -1.13], [-2.32, -2.19, -0.28], [-2.01, -3.43, -0.52], [-2.81, -4.58, -0.03], [-4.23, -4.12, 0.21], [-4.25, -2.87, 1.07], [-3.36, -1.86, 0.47], [-1.20, -3.61, -1.10], [-2.34, -4.95, 0.88], [-2.76, -5.35, -0.80], [-4.79, -4.92, 0.71], [-4.73, -3.92, -0.74], [-3.90, -3.08, 2.09], [-5.25, -2.44, 1.12], [-3.63, -0.89, 0.50]],
  "mulliken_charge": [1.85, -0.59, 0.65, -0.82, -0.69, -0.87, -0.91, 0.43, 0.48, 0.75, -0.62, -0.85, -0.57, -0.87, -0.29, 1.16, -0.49, -0.90, -0.55, -0.79, -0.50, 0.37, 0.36, 0.54, 0.47, 0.49, 0.57, 0.45, 0.49, 0.45, 0.48, 0.60, 0.36, 0.46, 0.44, 0.46, 0.49, -0.32, 0.36, -0.40, -0.53, 0.71, -0.17, 0.92, -0.54, -0.99, -0.43, -0.79, 0.38, 0.46, 0.46, 0.44, 0.51, -0.55, 0.24, -0.04, -0.51, -0.74, -0.55, 0.05, 0.24, 0.24, 0.47, 0.37, 0.31, 0.24, 0.48, 0.21],
  "e_lumo_ev": [-11.4, -11.8],
  "total_energy_ha": -3145.68817,
  "gap_ev": [5.54, 5.17],
  "spin_multiplicity": 1,
  "de_lowest_kcal_mol": 56.1,
  "total_charge": 3
}

---

No. 3
{
  "formula": "C2H2F2S",
  "method": "ωB97M-V/def2-TZVPD",
  "symbols": ["C", "C", "F", "F", "S", "H", "H"],
  "xyz": [[0.00, 0.61, 0.53], [-0.73, 0.18, -0.67], [1.39, -1.69, 0.10], [-2.02, -0.24, -0.85], [0.73, -0.41, -0.95], [0.44, 1.65, 0.44], [0.19, -0.09, 1.40]],
  "mulliken_charge": [-0.57, 0.41, -0.33, -0.19, 0.10, 0.28, 0.29],
  "e_lumo_ev": [0.5, -2.7],
  "total_energy_ha": -675.08651,
  "s2": 2.01,
  "gap_ev": [7.17, 8.71],
  "spin_multiplicity": 3,
  "de_lowest_kcal_mol": 33.4
}

---

No. 4
{
  "formula": "F3Fe2H6O3",
  "method": "ωB97M-V/def2-TZVPD",
  "symbols": ["Fe", "Fe", "F", "F", "F", "O", "H", "H", "O", "H", "H", "O", "H", "H"],
  "xyz": [[1.79, -0.77, 0.85], [-1.23, -1.11, 1.49], [0.55, -2.19, 1.58], [0.05, 0.34, 0.74], [-1.53, -1.63, -0.25], [-0.19, 2.82, 1.92], [-1.06, 3.15, 1.66], [-0.13, 1.94, 1.55], [1.46, -1.18, -1.10], [0.76, -1.78, -1.41], [1.79, -0.71, -1.87], [-0.78, 0.68, -1.96], [-1.17, -0.19, -2.07], [-0.32, 0.62, -1.12]],
  "mulliken_charge": [1.19, 1.27, -0.65, -0.36, -0.63, -0.64, 0.33, 0.26, -0.45, 0.34, 0.35, -0.61, 0.32, 0.27],
  "e_lumo_ev": [-6.3, -6.4],
  "total_energy_ha": -3056.08899,
  "s2": 20.01,
  "gap_ev": [8.04, 7.98],
  "spin_multiplicity": 9,
  "total_charge": 1
}